Entry 1:
# C2HN2O4

A cluster of 2 separate species, C2HN2O4 in total in a non-equilibrium geometry (wB97M-V/def2-TZVPD, OMol25).

The spin multiplicity is 3. The expectation value of S² is 2.055. Its LUMO energy (spin up / spin down) is 3.50 / 2.89 eV. Its total charge is -1. The calculation puts the energy above the lowest of the compared OMol25 structures with the same formula, charge and spin at 0.0 kcal per mole.

Structure (XYZ):
```
9
C2HN2O4, DFT wB97M-V/def2-TZVPD
C -0.53161 -1.09717 0.24735
C 0.67686 -0.40118 -0.11566
N 1.95719 -0.91357 0.05484
N 0.52113 0.92608 -0.17578
O 1.45542 1.72086 -0.48196
O 2.99165 -0.28893 -0.37959
O -1.70700 -1.10443 0.29377
O -2.93371 0.21738 0.32367
H -2.42992 0.94096 0.23337
```

---

Entry 2:
# C38H43HfN5O2

A structure of composition C38H43HfN5O2 in a non-equilibrium geometry (wB97M-V/def2-TZVPD, OMol25).

Its LUMO energy is -7.30 eV. Its total charge is +2. The calculation puts the energy above the lowest of the compared OMol25 structures with the same formula, charge and spin at 15.6 kcal per mole.

Structure (XYZ):
```
89
C38H43HfN5O2, DFT wB97M-V/def2-TZVPD
Hf -0.25377 0.62093 0.42563
C -2.91700 2.03128 2.61277
C -3.28005 0.54151 2.54899
C -2.09584 -0.31852 2.98111
C -3.83761 -0.01907 1.24474
C -4.89421 -0.92043 1.33286
C -5.39495 -1.54402 0.20008
C -4.84607 -1.26558 -1.04200
C -3.78822 -0.37225 -1.18156
C -3.24042 -0.08070 -2.57050
C -2.79152 -1.35977 -3.28916
C -4.27463 0.67040 -3.41926
C -3.28633 0.22877 -0.01814
N -2.17691 1.14762 -0.12820
C -2.52188 2.42648 -0.56525
O -3.61330 2.81818 -0.86902
C -1.32599 3.32678 -0.57403
C -1.32742 4.64337 -0.96168
C -0.13564 5.35696 -0.86152
C 1.01959 4.73528 -0.39747
C 0.94485 3.40651 -0.05827
N -0.21136 2.73105 -0.12515
C 2.09464 2.55934 0.38888
O 3.12677 3.03745 0.76592
N 1.76202 1.20364 0.32499
C 2.84279 0.29751 0.64269
C 3.95491 0.21560 -0.21050
C 4.96103 -0.67468 0.13931
C 4.87777 -1.45746 1.28114
C 3.77477 -1.36078 2.10806
C 2.74323 -0.48141 1.79883
C 1.57694 -0.37682 2.76264
C 0.93863 -1.73786 3.04196
C 1.95802 0.34500 4.05078
C 4.12601 1.06282 -1.46402
C 5.31254 2.02528 -1.30617
C 4.32012 0.20894 -2.72391
H -2.92968 2.36753 3.64970
H -3.61302 2.64952 2.04657
H -1.90608 2.24012 2.24473
H -4.05998 0.39027 3.29492
H -1.34312 -0.34286 2.16489
H -2.36587 -1.36520 3.12319
H -1.60580 0.05594 3.88097
H -5.33879 -1.12542 2.30135
H -6.23076 -2.22796 0.28507
H -5.26313 -1.73601 -1.92550
H -2.36314 0.55498 -2.46821
H -3.64387 -1.99648 -3.53361
H -2.09179 -1.94628 -2.68690
H -2.29565 -1.10663 -4.22759
H -5.15243 0.04138 -3.58564
H -3.85450 0.92172 -4.39523
H -4.60440 1.58807 -2.93224
H -2.24238 5.09086 -1.32675
H -0.10857 6.39947 -1.15109
H 1.96558 5.25291 -0.30960
H 5.83986 -0.75046 -0.49060
H 5.68265 -2.13726 1.53348
H 3.72971 -1.96396 3.00857
H 0.80336 0.29989 2.29533
H 1.67913 -2.38461 3.51263
H 0.61045 -2.23803 2.12950
H 0.10211 -1.65324 3.73607
H 2.69971 -0.25586 4.57928
H 1.09587 0.47492 4.70901
H 2.39996 1.32045 3.84368
H 3.22287 1.65401 -1.61476
H 6.24649 1.46234 -1.23329
H 5.21700 2.64451 -0.41644
H 5.38690 2.67520 -2.18074
H 5.22996 -0.39155 -2.65523
H 4.42545 0.85825 -3.59494
H 3.47962 -0.46231 -2.91314
N -1.32143 -3.58069 -0.23496
C -1.59053 -2.33310 0.11084
N -0.58356 -1.50955 -0.19664
C 0.40318 -2.32535 -0.81682
C 1.63253 -2.00496 -1.38012
C 2.37046 -3.04038 -1.91433
C 1.89779 -4.36199 -1.90689
C 0.66605 -4.68374 -1.37624
C -0.06326 -3.63184 -0.83821
H -1.95137 -4.35928 -0.11245
H -2.51530 -2.03937 0.58672
H 1.99550 -0.98742 -1.42249
H 3.33601 -2.83057 -2.35880
H 2.51119 -5.14279 -2.33709
H 0.28750 -5.69859 -1.38556
```

---

Entry 3:
# C35H35AuClGeN2O2S2

A structure of composition C35H35AuClGeN2O2S2 (wB97M-V/def2-TZVPD, OMol25).

Its LUMO energy is -3.81 eV. Its total charge is +1. The calculation puts the energy above the lowest of the compared OMol25 structures with the same formula, charge and spin at 29.9 kcal per mole.

Structure (XYZ):
```
79
C35H35AuClGeN2O2S2, DFT wB97M-V/def2-TZVPD
Au -0.18003 -0.95809 -1.32497
S 4.59953 0.40134 -3.84706
C 6.22168 0.54173 -4.35463
C 7.09151 0.21419 -3.36177
C 6.42862 -0.15768 -2.16357
C 5.06678 -0.10877 -2.26811
C 4.07432 -0.41332 -1.23186
C 2.72496 -0.58681 -1.56033
N 1.77199 -0.83542 -0.66701
C 2.09386 -0.97482 0.64887
C 3.42495 -0.81338 1.06265
C 3.75348 -0.91940 2.45780
C 2.80157 -1.17128 3.37608
C 1.43306 -1.35884 2.98286
C 0.41685 -1.63424 3.91227
C -0.88215 -1.82316 3.49481
C -1.12144 -1.73577 2.10424
N -0.18886 -1.47525 1.22091
C 1.07668 -1.27221 1.63293
C -1.98975 -2.12227 4.40416
C -3.33101 -2.04357 4.14325
C -4.13399 -2.40886 5.25391
C -3.38807 -2.76035 6.33679
S -1.71650 -2.65301 6.01925
C 4.40111 -0.52310 0.10472
H 6.44581 0.85679 -5.36181
H 8.16515 0.23174 -3.47962
H 6.95330 -0.46703 -1.26985
H 2.39990 -0.50704 -2.58889
H 4.78761 -0.78581 2.75055
H 3.05223 -1.24453 4.42720
H 0.67184 -1.69102 4.96473
H -2.11646 -1.91088 1.71043
H -3.73924 -1.71514 3.19573
H -5.21455 -2.40700 5.24835
H -3.73332 -3.08278 7.30691
H 5.42301 -0.37282 0.43201
Cl -4.39608 -6.81199 0.49865
C -3.98023 -5.20059 0.02711
C -4.58429 -4.12826 0.67027
C -4.24625 -2.84215 0.29192
C -3.30503 -2.62647 -0.70998
C -2.72516 -3.71248 -1.35999
C -3.05811 -5.00528 -0.99045
C -2.91856 -1.22165 -1.03579
O -3.37263 -0.27603 -0.42851
O -2.02954 -1.08334 -2.03065
H -5.30843 -4.31042 1.45250
H -4.70472 -1.98615 0.77121
H -2.02469 -3.53088 -2.16427
H -2.61705 -5.85815 -1.48831
C 2.34836 2.80100 0.46722
C 1.39562 3.83188 -0.13500
C 1.28562 3.73036 -1.65546
C 0.94790 2.32291 -2.16329
Ge -0.71815 1.57362 -1.47079
C -2.23874 1.81178 -2.64098
C -2.42660 3.26224 -3.10685
C -3.15667 4.13282 -2.09010
C -2.41004 4.29574 -0.77162
H 2.50878 2.98558 1.52956
H 3.32272 2.83035 -0.02902
H 1.95270 1.78335 0.37102
H 1.73621 4.83725 0.11869
H 0.40561 3.72592 0.32109
H 2.24122 4.02038 -2.10251
H 0.54808 4.44614 -2.02471
H 1.76175 1.64448 -1.91495
H 0.85088 2.32376 -3.25231
H -0.87576 1.55057 0.05388
H -3.11889 1.41421 -2.13804
H -2.03080 1.15251 -3.48664
H -3.00456 3.24116 -4.03315
H -1.46384 3.72003 -3.36510
H -4.14192 3.70010 -1.89815
H -3.32973 5.11573 -2.53330
H -2.32982 3.34721 -0.22911
H -2.92846 4.98412 -0.10379
H -1.40510 4.69654 -0.93223
```

---

Entry 4:
# C30H45Hg2NO14

A structure of composition C30H45Hg2NO14 in a non-equilibrium geometry (wB97M-V/def2-TZVPD, OMol25).

Its LUMO energy is -9.15 eV. Its total charge is +2.

Structure (XYZ):
```
92
C30H45Hg2NO14, DFT wB97M-V/def2-TZVPD
Hg -0.59203 4.34540 0.21868
Hg 2.49381 2.64625 0.73701
C -4.22833 2.56746 1.46300
C -3.95464 3.64753 0.38721
O -2.75819 4.31182 0.60802
H -3.42608 1.83574 1.33610
H -5.21948 2.12060 1.45244
H -4.08302 3.04837 2.43458
H -4.76207 4.38648 0.39814
H -3.94640 3.07317 -0.55093
C -0.65375 0.20332 -0.63302
C -0.40755 0.99629 0.64648
O 0.22732 2.21809 0.34954
H -1.34580 -0.62565 -0.46381
H 0.22888 -0.35089 -0.96789
H -0.95095 0.84322 -1.46065
H 0.12457 0.37033 1.36949
H -1.35740 1.28266 1.11445
C 0.49635 -7.46372 -0.79538
C 0.15097 -6.50415 0.14047
C -0.37523 -5.28828 -0.28143
C -0.31407 -4.97153 -1.62556
C 0.08297 -5.91828 -2.55781
C 0.60068 -7.13728 -2.14623
N -0.78474 -3.66157 -2.08040
O -1.73072 -3.14860 -1.51784
O -0.22866 -3.21852 -3.07224
H 0.83694 -8.42335 -0.42561
H 0.32147 -6.69038 1.19022
H -0.58900 -4.52079 0.44777
H 0.12009 -5.77742 -3.63004
H 0.96201 -7.81732 -2.90338
O 2.72363 0.39626 0.65998
C 3.04329 -0.75329 0.37938
O 2.63626 -1.27637 -0.74620
C 3.01981 -2.67242 -0.91793
C 3.48565 -3.10816 0.48743
C 3.60124 -1.83116 1.29986
H 3.90209 -2.61577 -1.54891
H 2.20478 -3.27969 -1.29365
H 4.42083 -3.64598 0.32382
H 2.86964 -3.89325 0.92723
H 4.57505 -1.56376 1.70822
H 2.94094 -1.85652 2.16789
O -0.75469 4.20165 -2.06707
C -1.28905 3.51554 -2.91763
O -0.81619 3.55776 -4.15916
C -1.60437 2.81806 -5.14925
C -2.59245 2.05271 -4.24515
C -2.59725 2.77154 -2.90443
H -0.89351 2.16376 -5.64089
H -2.13651 3.47858 -5.82699
H -2.28895 1.00745 -4.28059
H -3.60686 2.10462 -4.63911
H -2.73010 2.04720 -2.10902
H -3.27489 3.62970 -2.93131
O -0.55550 4.68866 2.49882
C -1.05048 4.31620 3.54706
O -1.34052 5.18140 4.49667
C -2.05378 4.52153 5.60013
C -1.44070 3.13842 5.48860
C -1.36415 2.89443 3.99381
H -3.12935 4.55957 5.46312
H -1.66587 5.03652 6.47280
H -2.11135 2.39372 5.93985
H -0.57291 2.92358 6.11030
H -2.28799 2.58795 3.50691
H -0.50127 2.28746 3.72270
O 3.05141 2.63307 -1.51156
C 2.67183 2.72203 -2.67651
O 3.06655 3.71986 -3.42617
C 2.71069 3.49535 -4.81992
C 2.40133 2.00054 -4.88927
C 1.97368 1.65243 -3.46436
H 3.57412 3.79950 -5.39929
H 1.79983 4.02664 -5.09005
H 3.26378 1.38541 -5.16101
H 1.68118 1.61864 -5.61281
H 2.27204 0.65802 -3.14392
H 0.89591 1.76438 -3.32463
O 1.26648 -5.47808 2.90407
C 1.01664 -4.47718 3.50790
O 1.93140 -3.92082 4.30989
C 1.51112 -2.65919 4.78796
C 0.50463 -2.23686 3.68826
C -0.16641 -3.52299 3.24788
H 2.30313 -1.91287 4.82081
H 1.05449 -2.69893 5.77710
H 1.00883 -1.79930 2.82102
H -0.14518 -1.41836 4.00698
H -0.34463 -3.65728 2.18859
H -1.00540 -3.85089 3.86039
```

---

Entry 5:
# C5H5N2S2

The ion C5H5N2S2 with charge +1 in a non-equilibrium geometry (wB97M-V/def2-TZVPD, OMol25).

As for the SMILES: [NH+]#CNc1ccsc1S. Its LUMO energy is -4.26 eV. Its total charge is +1. The calculation puts the energy above the lowest of the compared OMol25 structures with the same formula, charge and spin at 16.6 kcal per mole.

Structure (XYZ):
```
14
C5H5N2S2, DFT wB97M-V/def2-TZVPD
C 0.11041 -1.72483 -0.21033
C -1.00689 -2.24232 0.37121
C -0.00802 -0.32026 -0.45520
C -1.22687 0.28356 -0.25887
C 1.56528 1.23512 0.02258
N 1.20574 0.35131 -0.79433
N 1.86200 1.84881 0.98812
S -2.19153 -0.86117 0.54851
S -1.75981 1.95999 -0.50121
H 0.95579 -2.21056 -0.60665
H -1.23648 -3.22209 0.49396
H -1.79418 2.33836 0.74266
H 1.73151 -0.27297 -1.51064
H 1.79305 2.83706 1.17021
```

---

Entry 6:
# C28H27FN2O5S2

The molecule C28H27FN2O5S2 (wB97M-V/def2-TZVPD, OMol25).

As for the SMILES: COc1cccc(CN(Cc2ccccc2F)S(=O)(=O)c2ccc(S(=O)(=O)NCc3ccccc3)cc2)c1. Its LUMO energy is -0.05 eV.

Structure (XYZ):
```
65
C28H27FN2O5S2, DFT wB97M-V/def2-TZVPD
C -2.33210 -3.52359 -1.79560
H -2.85283 -3.35866 -2.73677
H -2.98473 -3.23243 -0.96938
H -2.06698 -4.58149 -1.70457
O -1.17248 -2.71697 -1.86228
C -0.29574 -2.74776 -0.82819
C -0.49412 -3.42622 0.37096
C 0.48135 -3.37252 1.35189
C 1.64315 -2.64490 1.16847
C 1.84619 -1.96032 -0.02290
C 0.88458 -2.02840 -1.01581
H 1.02850 -1.51154 -1.95131
C 3.08573 -1.14187 -0.25110
N 2.72792 0.22302 -0.60942
S 2.03809 1.05810 0.66990
O 2.03618 2.45538 0.33939
O 2.60563 0.66607 1.92947
C 0.33262 0.50108 0.61474
C -0.20030 -0.14949 1.71077
C -1.51057 -0.59572 1.65340
C -2.24845 -0.36304 0.50887
C -1.72488 0.30849 -0.57901
C -0.41247 0.74933 -0.52319
H 0.04421 1.27523 -1.34558
H -2.35023 0.45939 -1.44404
S -3.93165 -0.97647 0.44576
O -4.48465 -0.68711 -0.83802
O -3.93838 -2.34380 0.88946
N -4.75522 -0.14415 1.63108
H -4.73626 -0.67200 2.48977
C -4.49532 1.27478 1.80338
C -4.60263 1.98225 0.48088
C -5.76155 1.85749 -0.27432
C -5.86314 2.48243 -1.50247
C -4.81220 3.24661 -1.98303
C -3.66037 3.38476 -1.22936
C -3.55426 2.75179 -0.00208
H -2.65005 2.85997 0.58148
H -2.83772 3.98072 -1.59586
H -4.89151 3.73315 -2.94389
H -6.76298 2.37210 -2.08840
H -6.57181 1.25297 0.10160
H -5.25192 1.66202 2.49530
H -3.50181 1.45392 2.24239
H -1.95543 -1.13949 2.47220
H 0.42306 -0.30551 2.57635
C 3.73907 0.96573 -1.34817
C 5.05073 1.03587 -0.60987
C 6.09876 0.17563 -0.91069
C 7.28975 0.17927 -0.20975
C 7.44081 1.06794 0.83979
C 6.41196 1.93691 1.16500
C 5.22987 1.92205 0.44587
H 4.42499 2.59372 0.70001
H 6.53032 2.62957 1.98367
H 8.36234 1.07948 1.40144
H 8.07244 -0.50875 -0.48813
F 5.95873 -0.70320 -1.93411
H 3.33444 1.96920 -1.48692
H 3.86498 0.48232 -2.32090
H 3.71215 -1.14860 0.64984
H 3.65643 -1.56341 -1.08309
H 2.38904 -2.60007 1.94690
H 0.32431 -3.90542 2.27794
H -1.40359 -3.97588 0.55026
```

---

Copy entry 6 word for word.
# C28H27FN2O5S2

The molecule C28H27FN2O5S2 (wB97M-V/def2-TZVPD, OMol25).

As for the SMILES: COc1cccc(CN(Cc2ccccc2F)S(=O)(=O)c2ccc(S(=O)(=O)NCc3ccccc3)cc2)c1. Its LUMO energy is -0.05 eV.

Structure (XYZ):
```
65
C28H27FN2O5S2, DFT wB97M-V/def2-TZVPD
C -2.33210 -3.52359 -1.79560
H -2.85283 -3.35866 -2.73677
H -2.98473 -3.23243 -0.96938
H -2.06698 -4.58149 -1.70457
O -1.17248 -2.71697 -1.86228
C -0.29574 -2.74776 -0.82819
C -0.49412 -3.42622 0.37096
C 0.48135 -3.37252 1.35189
C 1.64315 -2.64490 1.16847
C 1.84619 -1.96032 -0.02290
C 0.88458 -2.02840 -1.01581
H 1.02850 -1.51154 -1.95131
C 3.08573 -1.14187 -0.25110
N 2.72792 0.22302 -0.60942
S 2.03809 1.05810 0.66990
O 2.03618 2.45538 0.33939
O 2.60563 0.66607 1.92947
C 0.33262 0.50108 0.61474
C -0.20030 -0.14949 1.71077
C -1.51057 -0.59572 1.65340
C -2.24845 -0.36304 0.50887
C -1.72488 0.30849 -0.57901
C -0.41247 0.74933 -0.52319
H 0.04421 1.27523 -1.34558
H -2.35023 0.45939 -1.44404
S -3.93165 -0.97647 0.44576
O -4.48465 -0.68711 -0.83802
O -3.93838 -2.34380 0.88946
N -4.75522 -0.14415 1.63108
H -4.73626 -0.67200 2.48977
C -4.49532 1.27478 1.80338
C -4.60263 1.98225 0.48088
C -5.76155 1.85749 -0.27432
C -5.86314 2.48243 -1.50247
C -4.81220 3.24661 -1.98303
C -3.66037 3.38476 -1.22936
C -3.55426 2.75179 -0.00208
H -2.65005 2.85997 0.58148
H -2.83772 3.98072 -1.59586
H -4.89151 3.73315 -2.94389
H -6.76298 2.37210 -2.08840
H -6.57181 1.25297 0.10160
H -5.25192 1.66202 2.49530
H -3.50181 1.45392 2.24239
H -1.95543 -1.13949 2.47220
H 0.42306 -0.30551 2.57635
C 3.73907 0.96573 -1.34817
C 5.05073 1.03587 -0.60987
C 6.09876 0.17563 -0.91069
C 7.28975 0.17927 -0.20975
C 7.44081 1.06794 0.83979
C 6.41196 1.93691 1.16500
C 5.22987 1.92205 0.44587
H 4.42499 2.59372 0.70001
H 6.53032 2.62957 1.98367
H 8.36234 1.07948 1.40144
H 8.07244 -0.50875 -0.48813
F 5.95873 -0.70320 -1.93411
H 3.33444 1.96920 -1.48692
H 3.86498 0.48232 -2.32090
H 3.71215 -1.14860 0.64984
H 3.65643 -1.56341 -1.08309
H 2.38904 -2.60007 1.94690
H 0.32431 -3.90542 2.27794
H -1.40359 -3.97588 0.55026
```